ORCA calculation (ωB97M-V/def2-TZVPD) on a molecular structure, C26H15BrClF3IrN5O2SSe in a non-equilibrium geometry.

Each line ends with the Mulliken charge.
Element x y z (Å)
Ir  0.17558  -0.67748  -0.05608  1.96
Se  6.77010  3.59819  0.12819  0.31
N  6.39887  1.87585  0.39470  -0.84
C  5.13544  1.71586  0.10986  0.88
C  4.45347  0.42701  0.20629  0.55
C  5.10810  -0.75137  0.55261  -0.67
C  4.37912  -1.91802  0.60175  -1.01
C  3.01886  -1.88271  0.33231  -0.14
N  2.37657  -0.75893  0.00166  -0.22
C  3.08955  0.38084  -0.07214  -0.33
C  2.36979  1.56768  -0.51793  -0.13
N  1.07938  1.37274  -0.82077  -0.28
C  0.38672  2.39127  -1.32209  -0.37
C  0.94755  3.65220  -1.50352  -0.96
C  2.26345  3.86532  -1.16097  -0.58
C  3.00704  2.79605  -0.66613  0.49
C  4.42096  2.88887  -0.31618  0.98
N  5.10802  3.99672  -0.37562  -0.85
H  6.16742  -0.72732  0.77077  0.56
H  4.83844  -2.86248  0.85501  0.46
H  2.41889  -2.77992  0.38460  0.60
H  -0.63263  2.18875  -1.60994  0.81
H  0.34043  4.44382  -1.91858  0.46
H  2.73627  4.83121  -1.27929  0.56
F  -0.78585  -5.42929  -2.53588  -0.23
C  -0.81533  -5.53502  -1.19985  0.67
F  -1.44878  -6.66850  -0.88858  -0.28
F  0.45542  -5.64751  -0.78005  -0.22
C  -1.48801  -4.34271  -0.57515  -0.37
C  -2.69908  -4.44838  0.08207  -0.18
C  -3.27557  -3.32946  0.68070  -1.05
C  -2.59888  -2.13245  0.64683  -0.17
N  -1.43381  -2.03326  0.00367  -0.03
C  -0.89366  -3.08619  -0.61608  0.68
S  0.56753  -2.52535  -1.37679  -0.49
H  -3.19310  -5.40910  0.13389  0.55
H  -4.23195  -3.39502  1.17686  0.44
H  -2.97819  -1.23599  1.11901  0.61
Br  -4.42656  0.63667  -2.41492  -0.13
C  -4.26315  1.70343  -0.86582  0.00
C  -5.33222  2.54685  -0.59443  -0.55
C  -5.31992  3.35692  0.52850  -0.53
C  -4.24028  3.32786  1.40126  -0.72
C  -3.18363  2.47930  1.13811  -0.59
C  -3.17077  1.66001  0.00330  0.26
C  -1.97816  0.80097  -0.18505  0.96
O  -1.68066  0.24033  -1.26221  -0.57
O  -1.18857  0.63758  0.83497  -0.91
H  -6.17525  2.56083  -1.27037  0.44
H  -6.16251  4.00724  0.72268  0.41
H  -4.22485  3.95919  2.27874  0.42
H  -2.33774  2.43288  1.80933  0.46
Cl  -0.34751  -2.31811  2.77804  -0.16
C  0.57098  -1.04698  1.95621  -0.85
H  1.60530  -1.30174  2.12724  0.35
H  0.31738  -0.09914  2.42530  0.51

Cartesian forces, eV/Å:
Ir -1.2747 -0.5153 0.6158
Se -0.0593 -0.0422 -0.0093
N 0.0176 0.1696 -0.0349
C -0.0462 -0.1041 0.0117
C 0.0480 0.0535 -0.0262
C 0.0230 0.0316 0.0073
C -0.0214 -0.0628 -0.0212
C -0.0285 0.0671 -0.0350
N 0.5722 0.2994 0.3443
C -0.0160 -0.0218 -0.1022
C -0.0530 -0.0817 0.0032
N 0.1171 0.0932 -0.0723
C 0.1066 -0.0496 0.0280
C -0.0523 0.0104 -0.0266
C 0.0215 0.0280 0.0061
C 0.0196 -0.0350 0.0154
C -0.1031 -0.0154 -0.0235
N 0.1394 -0.0512 0.0453
H -0.0015 -0.0035 -0.0014
H 0.0026 0.0037 0.0070
H 0.0035 0.0022 0.0265
H -0.0178 0.0259 -0.0231
H -0.0007 0.0030 0.0080
H -0.0067 -0.0006 -0.0116
F 0.0212 -0.0039 -0.0081
C 0.0127 0.0557 -0.0766
F -0.0124 -0.0077 -0.0191
F -0.0111 -0.0145 0.0153
C -0.1258 0.1069 0.1080
C -0.0278 0.0039 0.0555
C -0.0105 -0.0181 -0.1288
C -0.0888 0.1787 0.0111
N 0.6586 -0.3375 0.4857
C 0.0039 -0.0054 -0.3486
S 0.2384 -0.4445 -0.4275
H -0.0069 0.0026 0.0005
H 0.0097 0.0053 0.0132
H 0.0573 -0.0440 0.0840
Br 0.0364 -0.0439 0.0033
C -0.0886 0.0183 -0.0331
C -0.0030 0.0176 0.0061
C 0.0196 -0.0113 0.0160
C -0.0090 -0.0120 -0.0381
C 0.0020 0.0153 0.0138
C 0.0611 0.0061 0.1201
C 0.1333 -0.0710 -0.2310
O -0.2332 0.4666 0.1412
O -0.0578 0.3162 -0.3337
H -0.0005 0.0016 -0.0007
H 0.0067 0.0080 -0.0065
H -0.0074 -0.0085 0.0035
H -0.0026 0.0070 0.0015
Cl -0.0104 -0.0263 -0.0475
C -0.0230 -0.0017 -0.1680
H 0.0835 0.0717 0.0248
H -0.0153 -0.0357 0.0322

Properties
charge	+1
energy	-208483.88891	eV
multiplicity	2
orbital gap (spin up / spin down)	7.542 / 7.398	eV
expectation value of S²	0.756
energy relative to the best compared isomer or geometry (same formula, charge and spin)	17.7	kcal per mole